{
  "formula": "C27H56BrInN5O5",
  "method": "ωB97M-V/def2-TZVPD",
  "elements": ["In", "Br", "O", "O", "O", "O", "O", "N", "N", "N", "N", "N", "C", "C", "C", "C", "C", "C", "C", "C", "C", "C", "C", "C", "C", "C", "C", "C", "C", "C", "C", "C", "C", "C", "C", "C", "C", "C", "C", "H", "H", "H", "H", "H", "H", "H", "H", "H", "H", "H", "H", "H", "H", "H", "H", "H", "H", "H", "H", "H", "H", "H", "H", "H", "H", "H", "H", "H", "H", "H", "H", "H", "H", "H", "H", "H", "H", "H", "H", "H", "H", "H", "H", "H", "H", "H", "H", "H", "H", "H", "H", "H", "H", "H", "H"],
  "coordinates": [[-1.6985, -0.0001, -0.0958], [-6.0750, -2.2757, 0.4191], [4.3893, 2.9658, 4.3122], [5.9937, -1.4433, 1.6112], [-4.9890, -7.1156, 0.3693], [-3.4110, 3.8364, -3.1331], [-1.2327, -3.8795, -0.2846], [2.3029, 3.3710, 5.0137], [7.5507, 0.1632, 1.5523], [-4.8452, -6.6960, 2.5662], [-4.7430, 3.9978, -4.9270], [3.0980, 0.6312, -2.9212], [3.2784, -0.0680, -1.6688], [6.8554, -0.8086, 2.2036], [5.4487, -0.0551, -2.7726], [-1.5902, 1.9089, -1.3724], [0.9729, -0.1951, 1.8240], [4.3551, 0.6621, -3.6433], [-0.7023, 1.7240, -2.6992], [-4.5380, -6.4155, 1.2685], [8.5970, 1.0156, 2.0721], [-4.8244, -0.9582, -0.5021], [1.8492, 1.2403, -3.4593], [-4.1734, -1.7707, -1.7210], [-0.4895, 0.5066, 1.7987], [-0.1906, -2.8895, -0.5190], [7.1833, -1.0633, 3.6501], [-4.4167, -5.9960, 3.7574], [4.7405, -0.5217, -1.4536], [3.3020, 3.4882, 4.0987], [3.0233, 4.2676, 2.8425], [-4.3327, 3.3714, -3.7874], [-3.6432, -5.2378, 0.9954], [-5.8044, 3.6082, -5.8294], [-3.7909, -0.4735, 0.6266], [-0.7205, -1.6159, -1.3388], [-5.0468, 2.1109, -3.3780], [0.8856, 1.8523, -2.3310], [0.9622, 3.9074, 4.9490], [0.6309, -3.4194, -1.1485], [3.9126, 4.2729, 2.2115], [-4.2141, 0.5165, 1.0586], [5.1489, -1.0670, -0.5269], [0.2179, -1.1332, -1.8258], [0.2608, 3.0726, 5.0104], [0.3063, -2.5993, 0.4671], [2.2075, 3.8010, 2.2854], [-0.4670, 1.6469, 1.8732], [-3.3795, -2.5156, -1.3818], [4.5439, 1.1138, -4.6773], [1.7502, 0.5778, 2.1729], [-6.3031, 2.6954, -5.5102], [2.3849, -0.2113, -0.9825], [-5.3054, -5.6430, 4.2859], [-5.0268, -2.4076, -2.1819], [-6.5316, 4.4224, -5.8753], [-2.6247, 2.2930, -1.6591], [-1.0835, 0.0499, 2.6858], [2.5659, 2.8350, 5.8282], [1.1381, 2.9703, -2.2440], [-1.0786, 2.7443, -0.7525], [9.4981, 0.8549, 1.4755], [0.9929, 1.3745, -1.2959], [1.0290, -1.0954, 2.5526], [6.9968, -0.1636, 4.2409], [-0.8223, 0.7163, -3.2255], [-5.5270, -0.1197, -0.8715], [8.8145, 0.8110, 3.1184], [8.2777, 2.0546, 1.9640], [-1.3661, -1.9716, -2.2283], [-6.1043, 2.3198, -3.1989], [7.2748, 0.2761, 0.5864], [-3.7718, -5.1500, 3.5291], [-5.4489, -7.4987, 2.6719], [0.8157, 4.5636, 5.8104], [1.3178, 0.5185, -4.1885], [-4.6093, 1.7294, -2.4545], [-1.0250, -4.6501, -0.8539], [1.1721, -0.6184, 0.7821], [-0.9006, 2.5904, -3.4453], [0.7824, 4.4657, 4.0328], [2.7707, 5.3009, 3.0918], [2.1867, 2.1338, -4.1160], [-4.9369, 1.3487, -4.1529], [-3.7544, -1.2031, 1.5149], [-2.6718, -5.3870, 1.4716], [6.5479, -1.8638, 4.0305], [6.5458, -0.2373, -3.0055], [-4.1091, -4.3205, 1.3624], [-3.4887, -5.1394, -0.0787], [-4.2178, 4.8346, -5.1365], [-3.8787, -6.7017, 4.3950], [-5.3730, 3.4584, -6.8220], [8.2263, -1.3731, 3.7496], [-3.8275, -1.0230, -2.5126]],
  "lowdin_charge": [0.7536, 0.5202, 0.0106, 0.0225, 0.0126, 0.0287, -0.1458, 0.0006, 0.0084, -0.0060, -0.0041, -0.1639, -0.0633, -0.5425, -0.1016, -0.2833, -0.2286, -0.0974, -0.3018, -0.5471, -0.0823, -0.7323, -0.1650, -0.1938, -0.3400, -0.3282, -0.0127, -0.0845, -0.0669, -0.5575, -0.0098, -0.5359, -0.0287, -0.0884, -0.3463, -0.2643, -0.0025, -0.1918, -0.0793, 0.1135, 0.0836, 0.0402, 0.0599, 0.0283, 0.0855, 0.0913, 0.0852, 0.0070, 0.0602, 0.0946, 0.0541, 0.0734, 0.0804, 0.0793, 0.0618, 0.0783, -0.0050, 0.0174, 0.1381, 0.1140, 0.0440, 0.0788, 0.0866, 0.0687, 0.0856, 0.0817, 0.0775, 0.0722, 0.0841, 0.0380, 0.0873, 0.1364, 0.0782, 0.1334, 0.0776, 0.1280, 0.0651, 0.0861, 0.0080, 0.0957, 0.0759, 0.0820, 0.1231, 0.0896, 0.0215, 0.0837, 0.0834, 0.0572, 0.0437, 0.0763, 0.1365, 0.0770, 0.0794, 0.0806, 0.0734],
  "e_lumo_ev": 2.34,
  "charge": -1,
  "orbital_gap_ev": 6.77,
  "e_above_lowest_kj_mol": 281.2,
  "homo_ev": -4.43,
  "energy_ha": -4476.34271
}